Record 1
Formula: C3H12N2OS
Source: OMol25
Level of theory: ωB97M-V with the def2-TZVPD basis set

The total energy is -19166.83453 eV. The gap between HOMO and LUMO comes out at 0.3515 Ha. Its total charge is 0. Its energy above the lowest of the compared OMol25 structures with the same formula, charge and spin is 43.96 kcal per mole. The calculation puts the LUMO energy at 0.889 eV.

```
19
Properties=species:S:1:pos:R:3:forces:R:3:mulliken_charge:R:1
N 0.932 -2.105 0.481 0.24 -0.22 -0.20 -0.61
C 2.106 -1.335 -0.105 0.66 0.47 0.42 -0.36
O 1.783 -0.084 -0.596 -0.42 -0.71 -0.07 -0.70
H 0.222 -2.313 -0.215 0.31 -0.16 -0.35 0.23
H 1.284 -2.987 0.847 -0.22 0.20 0.10 0.23
H 2.819 -1.209 0.767 -0.49 -0.52 -0.67 0.26
H 2.556 -2.022 -0.853 0.02 0.72 0.10 0.33
C -1.304 0.504 0.332 0.41 -0.18 0.23 -0.79
C -1.190 1.654 -0.685 0.84 0.13 -0.36 -0.40
S -2.882 2.082 -1.221 -0.14 -0.23 0.20 -0.25
N -0.037 0.144 1.012 -0.34 0.67 -0.59 -0.61
H -1.667 -0.375 -0.192 0.12 -0.28 -0.22 0.25
H -2.090 0.706 1.041 -0.29 0.38 0.43 0.45
H -0.613 1.316 -1.590 -0.34 0.41 1.07 0.31
H -0.689 2.543 -0.223 -0.44 -0.75 -0.41 0.33
H -2.669 3.319 -1.662 0.21 0.15 -0.07 0.12
H 0.256 -1.005 1.059 -0.42 1.82 0.66 0.52
H 0.288 0.839 1.690 -0.58 -0.63 0.13 0.25
H 0.895 0.328 0.114 0.87 -1.26 -0.40 0.43
```
Forces are in eV/Å.



Record 2
Formula: C49H77BN8O11
Source: OMol25
Level of theory: ωB97M-V with the def2-TZVPD basis set

The total energy is -87177.26055 eV. The gap between HOMO and LUMO comes out at 0.2489 Ha. Its total charge is 0. Its energy above the lowest of the compared OMol25 structures with the same formula, charge and spin is 146.29 kcal per mole. The calculation puts the LUMO energy at -0.974 eV.

```
146
Properties=species:S:1:pos:R:3:forces:R:3:mulliken_charge:R:1
C 11.693 -0.799 3.662 -0.88 -0.32 1.09 -1.33
C 10.907 -1.741 2.720 -0.42 1.00 0.25 -0.39
C 9.370 -1.828 3.071 0.46 0.18 0.71 -0.62
C 8.618 -2.522 1.959 -1.21 0.11 1.10 -0.96
N 7.039 -2.505 2.143 0.83 -0.01 -0.71 0.28
C 6.438 -3.358 0.992 0.41 -0.21 0.81 -0.72
C 6.287 -4.734 1.575 0.74 -1.63 0.18 -0.70
C 6.482 -4.709 3.146 -0.15 0.65 -1.25 -0.67
C 6.606 -3.202 3.490 -0.41 -0.72 -1.15 -0.58
C 6.456 -1.075 1.975 -0.53 -2.15 0.11 -0.90
C 6.833 -0.432 0.640 0.30 0.48 1.43 -0.20
C 6.062 0.868 0.412 -0.02 0.58 -0.24 -1.46
H 11.494 -1.185 4.661 0.06 0.04 0.32 0.32
H 11.315 0.223 3.702 -0.11 0.01 -0.41 0.33
H 12.781 -0.738 3.631 -0.09 -0.35 -0.77 0.37
H 11.349 -2.735 2.797 -0.12 -0.07 -0.21 0.31
H 10.993 -1.380 1.696 0.09 -0.19 -0.16 0.38
H 8.870 -0.888 3.304 0.53 0.65 -0.48 0.42
H 9.235 -2.322 4.034 0.31 -0.54 -0.05 0.32
H 8.913 -3.571 1.974 -0.12 0.01 -0.71 0.47
H 8.818 -1.951 1.052 -0.13 -0.75 -0.23 0.39
H 5.462 -2.996 0.669 0.12 0.49 0.42 0.54
H 7.070 -3.372 0.104 0.26 0.34 0.32 0.32
H 5.393 -5.181 1.140 -0.52 0.11 0.88 0.45
H 7.013 -5.452 1.194 0.48 0.35 -0.15 0.32
H 5.609 -5.191 3.585 0.23 0.29 0.42 0.34
H 7.390 -5.227 3.457 -0.16 -0.21 -0.24 0.34
H 5.596 -2.927 3.793 0.18 0.91 -0.34 0.45
H 7.313 -2.970 4.286 -0.09 0.09 -0.32 0.29
H 6.671 -0.569 2.917 0.06 0.49 -0.43 0.58
H 5.416 -1.399 1.959 -0.35 0.92 0.21 0.57
H 6.725 -1.129 -0.191 -0.28 0.06 0.09 0.37
H 7.896 -0.206 0.721 0.10 0.29 -0.33 0.22
H 4.973 0.823 0.442 -0.02 -0.68 -0.41 0.40
H 6.395 1.268 -0.546 -0.32 0.06 -0.06 0.37
H 6.233 1.668 1.132 0.65 -0.25 0.30 0.36
O -0.513 -0.020 -4.192 -2.28 -0.91 3.82 -0.60
C -1.240 -0.290 -3.214 -0.15 0.93 -3.18 0.53
O -1.808 0.605 -2.326 1.17 -2.06 -1.61 -0.37
B -2.274 -0.267 -1.256 -0.52 0.57 1.08 0.93
O -2.660 -1.594 -1.798 0.71 0.25 -1.02 -0.38
C -2.023 -1.730 -2.960 1.37 -2.15 -2.30 0.56
O -1.969 -2.727 -3.735 -0.44 4.05 3.32 -0.62
O -1.157 -0.350 -0.274 0.08 -1.12 -1.80 -0.52
C -1.529 0.141 0.837 2.53 0.66 5.15 0.67
O -0.803 0.137 1.866 -2.28 0.29 -2.73 -0.71
C -2.975 0.661 0.743 -1.07 0.25 4.03 0.59
O -3.381 0.319 -0.451 -0.69 0.38 -0.69 -0.44
O -3.600 1.106 1.742 1.69 -1.16 -4.05 -0.63
N -9.453 -7.016 -5.869 -1.44 0.01 0.84 -0.01
C -9.274 -5.680 -5.628 -0.95 0.26 -0.46 -0.54
C -10.525 -5.141 -5.321 0.13 -0.10 -0.04 -0.35
C -11.492 -6.175 -5.276 2.00 -2.00 -0.58 -0.30
C -10.784 -7.365 -5.605 0.05 1.38 -0.13 -0.46
H -8.717 -7.651 -6.143 -0.30 0.12 0.18 0.20
H -8.295 -5.255 -5.794 -0.23 0.22 0.11 0.36
H -10.870 -4.124 -5.201 0.76 0.18 0.17 0.36
H -12.528 -6.053 -4.997 0.10 -0.22 -0.17 0.37
H -11.083 -8.395 -5.729 -0.13 0.16 0.10 0.36
N 6.284 3.334 -9.079 -1.24 -0.26 -0.66 -0.02
C 7.466 4.008 -9.100 1.04 -1.22 1.07 -0.51
C 8.435 3.016 -9.171 0.75 0.95 -0.53 -0.32
C 7.829 1.785 -9.420 -1.31 -0.70 0.47 -0.37
C 6.458 1.985 -9.325 0.85 0.69 -0.12 -0.42
H 5.362 3.735 -8.981 0.31 0.12 -0.12 0.20
H 7.617 5.055 -8.883 -0.44 -0.11 -0.03 0.34
H 9.503 3.133 -9.059 -0.05 0.32 -0.23 0.36
H 8.314 0.833 -9.580 -0.02 0.11 0.01 0.38
H 5.615 1.330 -9.487 0.10 0.10 0.16 0.36
N -0.028 -5.175 -14.097 -0.67 -0.61 0.47 -0.01
C -0.535 -4.779 -12.888 0.75 1.43 0.25 -0.50
C -1.674 -5.479 -12.596 0.36 0.95 1.42 -0.47
C -1.800 -6.403 -13.580 -0.17 -2.14 -3.79 -0.31
C -0.814 -6.214 -14.554 0.10 0.61 0.66 -0.39
H 0.748 -4.738 -14.573 -0.21 -0.26 0.19 0.20
H -0.015 -4.009 -12.338 -0.22 0.05 0.00 0.37
H -2.383 -5.353 -11.791 0.44 0.12 0.19 0.38
H -2.569 -7.139 -13.762 -0.14 0.06 0.39 0.37
H -0.605 -6.636 -15.526 -0.24 -0.22 0.22 0.36
N -1.480 -7.821 3.460 0.57 0.31 0.48 -0.01
C -1.225 -6.440 3.465 -0.75 -2.16 -0.62 -0.57
C -0.725 -6.183 4.690 1.14 2.26 1.10 -0.37
C -0.552 -7.334 5.471 -1.08 -2.14 -1.69 -0.39
C -1.052 -8.367 4.651 0.10 0.91 0.71 -0.39
H -1.928 -8.332 2.713 0.21 0.15 0.21 0.20
H -1.386 -5.887 2.552 -0.10 0.26 0.40 0.40
H -0.461 -5.199 5.048 0.06 0.11 -0.20 0.40
H -0.133 -7.489 6.454 -0.14 0.30 -0.10 0.38
H -1.192 -9.406 4.911 0.00 0.02 -0.31 0.36
N -8.875 7.034 -0.731 -1.70 0.39 -0.58 -0.01
C -8.209 8.169 -0.881 1.43 2.19 -0.99 -0.49
C -6.873 7.907 -0.734 0.45 1.17 0.63 -0.37
C -6.759 6.579 -0.369 -0.12 -2.29 -0.66 -0.52
C -8.024 6.018 -0.471 -0.28 -0.52 0.64 -0.37
H -9.844 7.046 -1.017 0.13 -0.83 0.40 0.22
H -8.634 9.082 -1.271 -0.34 -0.13 0.28 0.35
H -6.038 8.591 -0.780 -0.24 0.15 -0.12 0.39
H -5.851 6.001 -0.283 -0.05 0.10 0.33 0.43
H -8.505 5.063 -0.325 0.72 -0.23 0.09 0.39
N -1.380 7.307 -5.108 -0.66 -0.10 -0.56 -0.01
C -1.486 8.624 -5.453 -2.27 0.24 1.36 -0.32
C -0.295 9.152 -5.785 0.24 -0.86 0.08 -0.51
C 0.542 8.007 -5.739 2.93 0.28 -1.03 -0.28
C -0.103 6.875 -5.375 -1.13 0.31 0.78 -0.56
H -2.152 6.789 -4.712 0.31 -0.08 -0.29 0.20
H -2.454 9.084 -5.316 0.07 0.18 -0.02 0.36
H -0.078 10.200 -5.931 0.13 -0.29 -0.30 0.37
H 1.579 8.006 -6.040 0.11 0.04 0.10 0.36
H 0.158 5.838 -5.223 0.27 0.26 -0.10 0.39
N 5.043 -2.128 9.878 -0.13 0.25 0.53 0.00
C 3.811 -2.480 10.335 -1.68 -0.65 0.64 -0.45
C 2.843 -1.517 10.056 2.56 0.48 -1.81 -0.47
C 3.604 -0.527 9.303 0.87 -0.32 1.14 -0.23
C 4.963 -0.884 9.330 -1.74 0.75 -0.89 -0.53
H 5.867 -2.696 10.017 -0.20 0.36 0.02 0.20
H 3.686 -3.418 10.855 0.04 0.00 -0.08 0.36
H 1.767 -1.466 10.132 0.21 -0.47 0.43 0.38
H 3.223 0.399 8.898 0.03 -0.04 0.05 0.38
H 5.801 -0.296 8.986 0.06 -0.37 -0.04 0.36
C -9.235 -3.139 1.057 0.34 -0.30 -0.51 -0.98
C -8.332 -3.301 2.253 0.29 -1.26 -0.87 -0.26
O -8.289 -2.124 2.954 -0.19 1.34 1.42 -0.52
H -9.559 -4.131 0.742 -0.24 0.18 -0.37 0.31
H -8.699 -2.645 0.247 -0.07 -0.06 -0.21 0.30
H -10.075 -2.496 1.322 -0.16 -0.29 0.09 0.29
H -7.291 -3.517 2.012 0.05 -0.59 -0.63 0.23
H -8.686 -4.169 2.809 -0.09 0.45 0.76 0.30
H -7.944 -1.507 2.304 0.08 0.53 0.31 0.32
C -8.838 9.381 5.437 0.39 0.68 -1.39 -0.91
C -7.353 9.014 5.185 -1.65 1.65 2.09 -0.31
O -7.436 7.635 5.277 1.60 -1.43 -0.93 -0.48
H -9.052 10.432 5.240 -0.16 0.15 0.49 0.33
H -9.107 9.025 6.431 0.13 0.41 0.04 0.27
H -9.454 8.801 4.750 -0.01 0.04 -0.15 0.25
H -6.829 9.451 6.035 0.43 -0.30 0.27 0.18
H -6.781 9.389 4.336 -0.67 -0.05 -0.53 0.36
H -7.251 7.415 4.361 -0.07 -1.15 0.08 0.31
C -1.114 6.050 9.615 0.38 0.02 -0.36 -1.02
C -1.449 5.584 8.180 -0.07 -0.24 0.92 -0.20
O -2.576 4.692 8.265 0.61 0.71 -0.43 -0.52
H -1.211 5.256 10.357 0.10 -0.36 -0.37 0.30
H -1.708 6.859 10.040 -0.30 0.12 -0.58 0.28
H -0.079 6.390 9.632 0.09 0.04 0.07 0.31
H -0.609 5.083 7.698 0.34 -0.54 0.54 0.26
H -1.563 6.407 7.474 -0.81 0.46 0.26 0.28
H -2.636 4.287 7.397 -0.33 -0.21 -0.05 0.30
```
Forces are in eV/Å.



Question: Number 2 is which compound?
Answer: C49H77BN8O11